No. 1
Here is a 2-piece molecular cluster, C4H7O3S overall in a non-equilibrium geometry from the Open Molecules 2025 dataset. Energies are from wB97M-V/def2-TZVPD.

E = -780.50579 hartree
HOMO-LUMO gap = 7.00 eV
Energy above the lowest of the compared OMol25 structures with the same formula, charge and spin = 201.9 kJ/mol
Net charge = -1

CARTESIAN COORDINATES (ANGSTROEM)
C 1.421 0.801 0.306
C -1.336 -0.213 1.233
C 0.492 0.703 -0.734
C -0.919 -0.843 -0.031
O 2.557 0.003 0.320
O 1.135 1.502 1.256
O 0.700 0.310 -2.070
S -1.729 -0.982 -1.569
H -0.707 -0.602 2.091
H -2.360 -0.476 1.553
H -0.992 0.823 1.197
H -0.317 1.517 -0.652
H -0.135 -1.656 -0.072
H -0.190 -0.182 -2.446
H 2.381 -0.703 -0.381

No. 2
Here is a 2-piece molecular cluster, H4O2 overall in a non-equilibrium geometry from the Open Molecules 2025 dataset. Energies are from wB97M-V/def2-TZVPD.

E = -152.86295 hartree
SMILES string = O.O
HOMO-LUMO gap = 11.72 eV
Energy above the lowest of the compared OMol25 structures with the same formula, charge and spin = 31.5 kJ/mol
Net charge = 0

CARTESIAN COORDINATES (ANGSTROEM)
O 1.129 -0.406 -0.040
H 1.544 -0.589 0.823
H 0.971 -1.337 -0.287
O -1.343 0.515 -0.514
H -1.790 1.165 0.029
H -0.511 0.652 -0.012